(i)
Here is a 2-piece molecular cluster, C9H14S overall from the OMol25 dataset. Energies are from ωB97M-V/def2-TZVPD.

The geometry in ORCA input format:
```
! wB97M-V def2-TZVPD RIJCOSX def2/J DEFGRID3
* xyz 0 1
C -1.88 0.46 1.25
C -1.09 1.05 0.15
C -1.48 0.66 -1.10
C -0.92 1.05 -2.27
C 0.15 2.02 -2.22
C 0.65 2.36 -0.98
C 0.00 1.87 0.15
H -3.06 0.80 1.08
H -1.47 0.76 2.14
H -1.91 -0.66 1.19
H -2.46 0.03 -1.19
H -1.26 0.52 -3.18
H 0.52 2.34 -3.21
H 1.57 2.89 -0.84
H 0.44 2.24 1.13
C 2.60 -1.45 1.42
S 0.93 -2.12 1.97
C 0.04 -2.61 0.35
H 2.93 -1.69 0.40
H 2.59 -0.39 1.52
H 3.18 -1.95 2.07
H -0.80 -2.04 0.09
H -0.21 -3.61 0.48
H 0.95 -2.52 -0.44
*
```

SMILES	Cc1ccccc1.CSC
LUMO	0.899	eV
HOMO	-8.6	eV
orbital gap	9.465	eV


(ii)
Here is a 2-piece molecular cluster, C9H14S overall from the OMol25 dataset. Energies are from ωB97M-V/def2-TZVPD.

The geometry in ORCA input format:
```
! wB97M-V def2-TZVPD RIJCOSX def2/J DEFGRID3
* xyz 0 1
C 1.50 2.68 -1.82
C 1.38 1.54 -0.87
C 1.27 0.22 -1.35
C 1.02 -0.82 -0.46
C 1.11 -0.52 0.89
C 1.15 0.77 1.42
C 1.27 1.79 0.48
H 2.50 3.16 -1.72
H 0.83 3.51 -1.63
H 1.46 2.41 -2.88
H 1.37 0.04 -2.42
H 0.79 -1.78 -0.89
H 1.11 -1.28 1.69
H 1.01 0.89 2.48
H 1.43 2.83 0.77
C -2.28 -0.77 0.43
C -2.51 -2.18 1.02
S -1.57 -3.56 0.31
H -1.98 -0.71 -0.61
H -1.54 -0.26 1.05
H -3.18 -0.16 0.59
H -2.35 -2.05 2.09
H -3.55 -2.41 0.82
H -0.23 -3.36 0.60
*
```

SMILES	Cc1ccccc1.CCS
LUMO	0.886	eV
HOMO	-9.0	eV
orbital gap	9.836	eV


(iii)
Here is a 2-piece molecular cluster, C9H14S overall from the OMol25 dataset. Energies are from ωB97M-V/def2-TZVPD.

The geometry in ORCA input format:
```
! wB97M-V def2-TZVPD RIJCOSX def2/J DEFGRID3
* xyz 0 1
C -0.92 1.73 0.78
C -0.64 0.57 1.71
C 0.50 0.58 2.53
C 0.69 -0.40 3.50
C -0.20 -1.48 3.63
C -1.24 -1.48 2.71
C -1.48 -0.53 1.73
H -1.91 2.10 1.06
H -0.93 1.49 -0.28
H -0.21 2.55 0.88
H 1.15 1.42 2.30
H 1.72 -0.45 3.84
H 0.06 -2.13 4.45
H -1.76 -2.44 2.66
H -2.32 -0.55 1.06
C 1.65 0.30 -4.07
C 0.28 0.14 -3.42
S 0.11 -1.15 -2.17
H 1.66 1.19 -4.68
H 1.95 -0.61 -4.60
H 2.49 0.32 -3.35
H -0.13 1.10 -3.10
H -0.47 -0.03 -4.21
H -0.06 -2.23 -2.97
*
```

SMILES	Cc1ccccc1.CCS
LUMO	0.805	eV
HOMO	-8.9	eV
orbital gap	9.712	eV


(iv)
Here is a 2-piece molecular cluster, C9H14S overall from the OMol25 dataset. Energies are from ωB97M-V/def2-TZVPD.

The geometry in ORCA input format:
```
! wB97M-V def2-TZVPD RIJCOSX def2/J DEFGRID3
* xyz 0 1
C 1.43 2.87 -1.98
C 1.34 1.79 -0.96
C 1.43 0.45 -1.32
C 1.39 -0.56 -0.36
C 1.26 -0.20 0.97
C 0.90 1.11 1.30
C 0.96 2.11 0.34
H 1.99 2.66 -2.90
H 1.91 3.76 -1.57
H 0.46 3.21 -2.37
H 1.47 0.20 -2.37
H 1.46 -1.57 -0.72
H 1.28 -0.95 1.75
H 0.82 1.32 2.35
H 0.84 3.15 0.64
C -2.46 -0.11 0.69
C -2.19 -1.54 1.22
S -1.35 -2.59 0.00
H -3.53 0.08 0.65
H -2.01 0.02 -0.30
H -1.94 0.64 1.28
H -1.58 -1.46 2.12
H -3.12 -2.02 1.48
H -0.15 -2.73 0.57
*
```

SMILES	Cc1ccccc1.CCS
LUMO	0.883	eV
HOMO	-8.7	eV
orbital gap	9.577	eV


The calculated energies rank the structures as follows, beginning with the most stable: (iv), (ii), (iii), (i).


(i)
Here is C2H8N4O as an isolated structure from the OMol25 dataset. Energies are from ωB97M-V/def2-TZVPD.

The geometry in ORCA input format:
```
! wB97M-V def2-TZVPD RIJCOSX def2/J DEFGRID3
* xyz 0 1
C 1.72 -1.26 -0.16
C -0.40 -0.03 -0.15
H 0.76 -2.42 -0.04
H 2.78 -1.48 0.45
H 2.14 -1.29 -1.48
H 1.33 0.96 -0.21
H -1.46 -1.62 1.18
H -2.55 0.28 -0.36
H -0.51 3.00 -0.46
H 0.15 2.43 1.16
N 0.95 0.03 0.26
N -1.26 -1.19 0.14
N -0.93 1.12 -0.20
N -0.05 2.26 0.00
O -2.67 -0.79 -0.13
*
```

LUMO	0.710	eV
HOMO	-8.8	eV
orbital gap	9.481	eV


(ii)
Here is a 2-piece molecular cluster, C2H8N4O overall from the OMol25 dataset. Energies are from ωB97M-V/def2-TZVPD.

The geometry in ORCA input format:
```
! wB97M-V def2-TZVPD RIJCOSX def2/J DEFGRID3
* xyz 0 1
C 0.83 1.70 0.40
C 1.55 -0.40 -0.56
N -2.68 0.01 0.37
N -1.39 -1.85 0.04
N 0.61 0.62 -0.55
N -1.62 -0.46 0.09
O -3.15 1.06 0.68
H 0.65 1.29 1.47
H 1.93 2.04 0.09
H 0.02 2.40 0.28
H 1.90 -0.59 0.43
H 1.25 -1.42 -1.04
H 2.41 -0.11 -1.12
H -0.43 -2.15 0.19
H -1.89 -2.14 -0.77
*
```

LUMO (spin up / spin down)	-0.479 / 0.294	eV
HOMO (spin up / spin down)	-8.8 / -8.3	eV
orbital gap (spin up / spin down)	8.309 / 8.614	eV


The calculated energies rank the structures as follows, beginning with the most stable: (ii), (i).


(i)
Here is a 2-piece molecular cluster, C2H8N4O overall from the OMol25 dataset. Energies are from ωB97M-V/def2-TZVPD.

The geometry in ORCA input format:
```
! wB97M-V def2-TZVPD RIJCOSX def2/J DEFGRID3
* xyz 0 1
C 1.01 0.84 -0.76
N -1.18 -0.32 -0.59
N -1.86 -1.31 -0.17
C 0.25 -0.47 -0.84
N -0.25 -1.18 1.41
N 0.36 1.78 0.15
O 0.66 -1.49 -1.32
H -1.51 0.62 -0.36
H -1.33 -2.15 -0.44
H -0.91 -0.75 2.07
H 0.47 -1.62 1.99
H 0.76 2.71 0.05
H 0.49 1.47 1.11
H 1.01 1.27 -1.77
H 2.05 0.58 -0.52
*
```

LUMO (spin up / spin down)	0.009 / -0.490	eV
HOMO (spin up / spin down)	-9.6 / -8.0	eV
orbital gap (spin up / spin down)	9.632 / 7.535	eV


(ii)
Here is one molecule with the formula C2H8N4O from the OMol25 dataset. Energies are from ωB97M-V/def2-TZVPD.

The geometry in ORCA input format:
```
! wB97M-V def2-TZVPD RIJCOSX def2/J DEFGRID3
* xyz 0 1
C 1.57 -0.92 0.38
N 0.64 -0.64 -0.71
C -0.55 0.00 -0.35
N -0.69 1.19 0.02
N 0.27 2.16 -0.28
N -1.75 -0.81 -0.36
O -2.91 -0.11 0.12
H 1.29 -1.76 1.05
H 2.55 -1.10 -0.14
H 1.60 -0.03 1.01
H 0.41 -1.49 -1.24
H 0.55 2.60 0.72
H 1.11 1.68 -0.77
H -1.61 -1.59 0.33
H -2.49 0.82 0.23
*
```

SMILES	CN/C(=N\N)NO
LUMO	0.699	eV
HOMO	-8.4	eV
orbital gap	9.137	eV


(iii)
Here is a 2-piece molecular cluster, C2H8N4O overall from the OMol25 dataset. Energies are from ωB97M-V/def2-TZVPD.

The geometry in ORCA input format:
```
! wB97M-V def2-TZVPD RIJCOSX def2/J DEFGRID3
* xyz 0 1
C 0.54 -0.29 -2.31
N 0.17 -0.52 -0.93
N 0.33 0.54 -0.19
N -2.02 0.23 2.47
C -0.30 0.63 1.06
O 1.86 -1.16 -0.32
N -1.46 0.16 1.24
H 2.12 -2.07 -0.17
H 1.29 0.91 -0.21
H -1.63 0.91 3.13
H -3.03 0.25 2.42
H 0.30 1.15 1.81
H 0.66 -1.26 -2.79
H -0.29 0.24 -2.79
H 1.47 0.28 -2.41
*
```

LUMO (spin up / spin down)	0.303 / 0.303	eV
HOMO (spin up / spin down)	-8.3 / -8.3	eV
orbital gap (spin up / spin down)	8.642 / 8.641	eV


(iv)
Here is C2H8N4O as an isolated structure from the OMol25 dataset. Energies are from ωB97M-V/def2-TZVPD.

The geometry in ORCA input format:
```
! wB97M-V def2-TZVPD RIJCOSX def2/J DEFGRID3
* xyz 0 1
C -0.38 -1.18 0.05
N -1.71 -0.95 0.32
N -0.06 -0.91 -1.41
O 0.42 -1.77 0.74
H -2.08 -0.07 -0.03
H -1.91 -1.08 1.31
H 0.74 -1.49 -1.68
H -0.84 -1.11 -2.04
N 1.67 0.90 1.00
C 0.62 1.15 0.16
N 0.09 2.33 0.16
H 1.78 -0.06 1.30
H 1.87 1.58 1.72
H -0.63 2.41 -0.57
H 0.41 0.25 -1.03
*
```

LUMO	0.466	eV
HOMO	-7.6	eV
orbital gap	8.040	eV


The calculated energies rank the structures as follows, beginning with the most stable: (iv), (ii), (i), (iii).